The following is a quantum chemistry calculation of C25H47CeN11OSSi2 as an isolated structure, from the OMol25 dataset.

The geometry in XYZ format:
```
88
Properties=species:S:1:pos:R:3:lowdin_charge:R:1
Ce -0.298 -0.229 -0.022 1.04
C -2.965 -1.703 -2.225 -0.17
C -1.815 -1.356 -3.195 -0.17
N -1.128 -0.084 -2.822 -0.07
C -1.919 1.120 -3.193 -0.22
C -3.025 1.503 -2.257 -0.38
S -2.827 1.437 -0.416 0.89
C -4.177 0.230 -0.144 -0.41
C -3.758 -1.250 0.044 -0.24
N -2.617 -1.576 -0.801 -0.16
H -3.796 -1.003 -2.403 0.10
H -3.313 -2.705 -2.503 0.13
H -1.070 -2.157 -3.134 0.09
H -2.148 -1.305 -4.217 0.11
H -0.194 0.009 -3.236 0.11
H -1.250 1.933 -3.255 0.07
H -2.370 1.008 -4.202 0.14
H -3.192 2.561 -2.444 0.08
H -3.951 0.977 -2.383 0.04
H -4.801 0.592 0.670 0.07
H -4.812 0.365 -1.006 0.05
H -3.483 -1.483 1.059 0.11
H -4.669 -1.877 -0.187 0.14
H -2.142 -2.443 -0.519 0.10
C 3.916 -2.400 -0.743 -0.17
Si 3.228 -1.081 0.375 0.31
C 2.420 -1.992 1.803 -0.15
C 4.711 -0.205 0.968 -0.16
N 2.028 -0.081 -0.279 -0.21
C 2.006 0.620 -1.464 -0.35
C 2.642 0.169 -2.632 -0.04
C 2.456 0.767 -3.870 -0.11
C 1.733 1.965 -3.948 -0.09
C 1.031 2.445 -2.798 -0.06
C 1.094 1.764 -1.567 -0.39
N 0.217 1.989 -0.497 -0.27
Si 0.569 3.337 0.517 0.46
C 0.471 2.870 2.380 -0.14
C 2.397 3.910 0.152 -0.13
C -0.681 4.729 0.203 -0.17
H 4.561 -3.048 -0.175 0.04
H 4.569 -2.029 -1.513 0.03
H 3.103 -2.944 -1.204 0.00
H 2.926 -2.914 2.118 0.04
H 1.378 -2.284 1.624 0.01
H 2.319 -1.350 2.685 0.02
H 5.490 -0.866 1.392 0.05
H 4.404 0.564 1.670 0.03
H 5.069 0.213 0.042 0.03
H 3.320 -0.676 -2.513 0.08
H 2.946 0.351 -4.734 0.09
H 1.638 2.538 -4.886 0.10
H 0.472 3.366 -2.941 0.11
H 0.702 1.838 2.609 0.00
H -0.508 3.196 2.821 0.04
H 1.233 3.468 2.873 0.03
H 2.950 2.976 -0.032 0.03
H 2.766 4.360 1.064 0.02
H 2.437 4.582 -0.671 0.01
H -1.402 4.455 -0.604 0.02
H -0.249 5.671 -0.115 0.02
H -1.352 4.938 1.034 0.01
N 1.016 -7.047 -1.591 0.19
C 1.279 -5.768 -1.366 -0.48
N 2.299 -5.474 -0.541 0.23
N 0.453 -4.909 -1.930 0.14
C 0.338 -3.731 -1.445 -0.31
N 0.109 -2.651 -1.118 0.13
H 1.708 -7.748 -1.477 0.11
H 0.179 -7.262 -2.122 0.13
H 2.853 -6.216 -0.233 0.10
H 2.712 -4.567 -0.543 0.06
C 0.437 -0.136 4.918 0.03
N -0.856 0.469 4.513 -0.01
C -1.539 1.355 5.289 -0.02
C -2.629 1.991 4.820 0.00
C -2.980 1.781 3.474 -0.33
N -2.387 0.813 2.721 0.19
C -1.297 0.198 3.210 -0.51
O -0.596 -0.511 2.480 -0.11
N -3.929 2.501 2.800 0.18
H 0.627 -1.033 4.360 0.08
H 0.386 -0.334 5.963 0.09
H 1.228 0.598 4.716 0.11
H -1.203 1.543 6.316 0.15
H -3.105 2.759 5.340 0.10
H -3.931 2.405 1.790 0.05
H -4.464 3.200 3.303 0.12
```

Computed properties:
**E_HOMO (alpha / beta)**: -8.68 / -8.68 eV
**LUMO (alpha / beta)**: -2.12 / -2.12 eV
**E_tot**: -3110.7382 hartree
**Total charge**: +1
**Expectation value of S²**: 0.75
**Multiplicity**: 2


The following is a quantum chemistry calculation of an isolated molecule of C5H4O2, from the OMol25 dataset.

The geometry in XYZ format:
```
11
Properties=species:S:1:pos:R:3:lowdin_charge:R:1
O 1.645 -1.391 0.456 0.17
C 0.894 -0.521 0.144 -0.28
O -0.752 -1.992 -0.963 0.00
C -0.777 -0.963 -0.241 -0.43
C -1.240 0.469 -0.278 0.04
C -0.242 1.436 -0.112 -0.06
C 1.020 0.919 0.021 0.03
H -1.421 -1.093 0.716 0.18
H -2.290 0.684 -0.092 0.12
H -0.480 2.495 -0.087 0.12
H 1.955 1.453 -0.119 0.12
```

Computed properties:
**E_HOMO (alpha / beta)**: -8.34 / -8.56 eV
**LUMO (alpha / beta)**: -2.40 / -2.48 eV
**E_tot**: -343.2138 hartree
**Total charge**: 0


The following is a quantum chemistry calculation of a 3-piece molecular cluster, C11H17BrF3N7PS overall, from the OMol25 dataset.

The geometry in XYZ format:
```
41
Properties=species:S:1:pos:R:3:lowdin_charge:R:1
F 1.857 -0.733 -0.809 0.13
C 2.268 0.287 -1.583 -0.61
F 1.838 0.054 -2.838 0.13
F 3.618 0.209 -1.618 0.13
C 1.859 1.658 -1.022 -0.02
C 1.078 2.541 -2.010 -0.06
N -0.362 2.250 -2.064 -0.05
C -1.309 3.195 -2.070 -0.04
N -2.520 2.643 -2.124 0.15
C -2.328 1.303 -2.169 -0.47
N -3.269 0.353 -2.248 -0.59
Br -5.047 0.941 -2.270 0.91
P -2.915 -1.352 -2.341 0.33
S -1.413 -1.765 -3.480 0.22
N -1.004 1.076 -2.124 0.16
H 2.794 2.187 -0.799 0.14
H 1.341 1.483 -0.071 0.14
H 1.497 2.451 -3.019 0.15
H 1.157 3.570 -1.646 0.14
H -1.136 4.265 -2.045 0.16
H -4.105 -1.918 -2.825 -0.01
H -2.674 -1.749 -1.008 0.00
H -0.444 0.227 -2.118 0.09
C 4.875 -1.324 1.361 -0.06
C 4.897 -0.053 2.088 -0.28
N 4.910 0.939 2.658 0.13
H 5.883 -1.596 1.056 0.09
H 4.471 -2.109 1.997 0.09
H 4.249 -1.225 0.477 0.05
C -7.238 -2.770 -0.373 -0.03
C -6.230 -1.796 -0.792 -0.20
N -5.458 -1.008 -1.114 -0.16
H -6.771 -3.744 -0.236 0.09
H -7.686 -2.453 0.567 0.09
H -8.016 -2.850 -1.131 0.09
C 3.945 -0.314 6.012 -0.08
C 2.883 -0.877 6.848 -0.29
N 2.053 -1.319 7.500 0.12
H 4.470 0.469 6.556 0.08
H 4.654 -1.093 5.739 0.08
H 3.516 0.110 5.106 0.06
```

Computed properties:
**E_HOMO**: -12.11 eV
**LUMO**: -3.43 eV
**E_tot**: -4425.4736 hartree
**Total charge**: +1